(1)
{"formula": "C4H7BO8PbS", "method": "ωB97M-V/def2-TZVPD", "species": ["C", "C", "O", "O", "C", "O", "C", "O", "S", "O", "O", "B", "O", "O", "H", "H", "H", "H", "H", "H", "H", "Pb"], "coordinates": [[2.37744, 1.26485, -0.00649], [1.59097, 0.28814, 0.88914], [0.68683, 0.75811, 1.61040], [1.82007, -1.12628, 1.00405], [1.18743, -1.89120, -0.11204], [1.87939, -2.14334, -1.00808], [-0.30051, -2.40802, -0.13083], [-1.06167, -1.89094, -1.21113], [-0.85537, -0.23104, -1.36020], [-0.36481, 0.01298, -2.69874], [-2.35571, 0.48365, -1.34255], [-2.44751, 1.28592, -0.15716], [-2.55244, 0.71129, 1.11889], [-2.43333, 2.66722, -0.28093], [2.62384, 0.86977, -1.02301], [3.32736, 1.58051, 0.50733], [1.75506, 2.18874, -0.15679], [-0.83678, -2.29632, 0.85927], [-0.24585, -3.51963, -0.30408], [-2.86622, 1.40139, 1.73693], [-2.47088, 2.90687, -1.22698], [1.54273, -0.91268, 3.29299]], "lowdin_charge": [0.0736, -0.4977, -0.0256, -0.2214, -0.3483, 0.2918, -0.1338, -0.2400, 0.9937, -0.2898, -0.0632, -0.8037, 0.1460, 0.1952, 0.1280, 0.1355, 0.1351, 0.1426, 0.1763, 0.1318, 0.1374, 1.9364], "total_energy_ev": -37382.9601, "e_lumo_ev": -11.4, "homo_energy_ev": -16.682, "gap_ev": 5.31, "total_charge": 2}



(2)
{"formula": "C4H7BaO3", "method": "ωB97M-V/def2-TZVPD", "species": ["O", "C", "C", "O", "C", "C", "O", "Ba", "H", "H", "H", "H", "H", "H", "H"], "coordinates": [[-0.27581, -1.81169, 1.00437], [-1.22755, -1.15261, 1.67136], [-1.75688, 0.08641, 1.03889], [-0.62503, 0.81719, 0.51339], [-0.84121, 1.70875, -0.58138], [0.51333, 1.88301, -1.26948], [1.12405, 0.65612, -1.51290], [0.99883, -0.90940, -0.23148], [-1.37053, -1.35626, 2.73984], [-2.45033, -0.09683, 0.19440], [-1.25159, 2.66459, -0.22200], [-1.56397, 1.24579, -1.27509], [1.14543, 2.53013, -0.62696], [0.33283, 2.45044, -2.20294], [-2.27044, 0.59169, 1.90061]], "lowdin_spin": [0.2246, 0.5332, 0.0978, 0.0310, 0.0078, 0.0026, 0.0021, 0.0308, 0.0383, 0.0216, 0.0003, 0.0018, 0.0001, 0.0014, 0.0065], "total_energy_ev": -11094.0580, "e_lumo_ev": [0.1, 0.0], "homo_energy_ev": [-6.222, -8.363], "s2": 0.7534, "gap_ev": [6.28, 8.34], "de_lowest_kcal_mol": 27.21, "total_charge": 0, "multiplicity": 2}



(3)
{"formula": "C4H7BiO3", "method": "ωB97M-V/def2-TZVPD", "species": ["O", "O", "O", "C", "Bi", "C", "C", "H", "H", "H", "H", "C", "H", "H", "H"], "coordinates": [[-0.89921, -0.09436, -0.30996], [0.46227, -0.75843, 1.30360], [1.19355, -0.19639, -0.64162], [0.29993, -0.75641, 0.12236], [0.75650, 2.04778, 0.75164], [-2.05025, -0.58272, -0.04423], [-3.22104, 0.19252, -0.32896], [-2.06799, -1.41803, 0.66959], [-3.58934, -0.06242, -1.33515], [-3.02256, 1.26202, -0.16900], [-3.99424, -0.13253, 0.39373], [2.55594, -0.74964, -0.67540], [2.49011, -1.70550, -1.20051], [2.95627, -0.99172, 0.30984], [3.15752, 0.09083, -1.03129]], "lowdin_charge": [0.0687, 0.2272, -0.1056, -0.4810, 2.7765, 0.0831, 0.1072, 0.2197, 0.1974, 0.1415, 0.1721, 0.1321, 0.1750, 0.1412, 0.1448], "total_energy_ev": -16178.9437, "e_lumo_ev": [-24.0, -24.0], "homo_energy_ev": [-29.236, -29.237], "gap_ev": [5.21, 5.21], "total_charge": 4}



(4)
{"formula": "C4H7Br", "method": "ωB97M-V/def2-TZVPD", "species": ["C", "C", "C", "C", "Br", "H", "H", "H", "H", "H", "H", "H"], "coordinates": [[1.36011, -1.39901, 0.41855], [0.32576, -0.83455, -0.23780], [-1.36094, 0.90728, 0.11865], [0.07611, 0.60206, -0.16256], [0.84191, 1.62122, -1.76476], [1.63804, -2.40714, 0.38505], [2.00034, -0.88280, 1.20262], [-0.31995, -1.20001, -0.95449], [-1.80247, 0.45989, -0.74338], [-1.67984, 1.94520, 0.04555], [-1.78622, 0.36893, 1.03873], [0.70716, 0.81892, 0.65384]], "lowdin_charge": [0.0454, -0.2423, -0.1392, -0.7465, 0.5759, 0.0306, 0.0933, 0.0803, 0.0538, 0.0720, 0.1213, 0.0554], "total_energy_ev": -74302.5739, "e_lumo_ev": 0.5, "homo_energy_ev": -9.894, "smiles": "C=C[C@H](C)Br", "gap_ev": 10.42, "de_lowest_kcal_mol": 24.43, "total_charge": 0}



(5)
{"formula": "C4H7Br2OP", "method": "ωB97M-V/def2-TZVPD", "species": ["C", "C", "C", "C", "O", "P", "Br", "Br", "H", "H", "H", "H", "H", "H", "H"], "coordinates": [[0.78501, 0.12408, 0.23822], [-0.19076, 0.80351, 1.17936], [0.35222, 0.37168, -1.24176], [-1.47113, 0.92392, 0.46760], [-2.16087, 0.81120, -2.26515], [-1.18339, 1.29368, -1.27916], [-2.99443, 1.62400, 1.36995], [-2.67608, -1.80022, -1.29253], [1.85954, 0.44340, 0.33847], [0.78682, -1.05868, 0.41644], [-0.39173, 0.32895, 2.17121], [0.32595, 1.74539, 1.59169], [1.15616, 0.80158, -1.81503], [0.15702, -0.57865, -1.78287], [-2.37264, -0.46833, -1.85372]], "lowdin_charge": [-0.2362, -0.3451, -0.3277, -0.7889, -0.4440, 0.7692, 0.7197, 0.2832, 0.1158, 0.1542, 0.1246, 0.1465, 0.0722, 0.0811, -0.3247], "total_energy_ev": -155680.8659, "e_lumo_ev": [-2.0, -1.8], "homo_energy_ev": [-8.978, -9.057], "gap_ev": [6.95, 7.26], "de_lowest_kcal_mol": 82.86, "total_charge": 0}



(6)
{"formula": "C4H7Br3O3", "method": "ωB97M-V/def2-TZVPD", "species": ["C", "C", "C", "C", "O", "O", "O", "Br", "Br", "Br", "H", "H", "H", "H", "H", "H", "H"], "coordinates": [[-2.27000, -0.22320, 0.00456], [-1.23796, 0.80477, 0.19610], [0.87411, -0.90328, -1.16290], [2.08406, -0.56813, -0.32448], [2.25788, -1.56384, 0.60605], [3.18746, -0.41068, -1.16316], [1.88700, 0.62973, 0.38942], [-1.01303, 2.17717, -1.01338], [0.14757, -2.60798, -1.05490], [0.82460, -0.04540, -2.83341], [-1.82031, -1.22423, -0.10964], [-2.86951, -0.03099, -0.88212], [-2.92165, -0.29844, 0.87739], [-0.63038, 0.84202, 1.08166], [2.81467, -1.24310, 1.32589], [3.93118, -0.04286, -0.66853], [1.67879, 1.34881, -0.21951]], "lowdin_spin": [0.1002, 0.6702, 0.6317, 0.0531, 0.0028, 0.0183, 0.0358, 0.1466, 0.1373, 0.1222, 0.0294, -0.0005, 0.0237, 0.0259, -0.0001, 0.0025, 0.0012], "total_energy_ev": -220527.8299, "e_lumo_ev": [0.5, -1.1], "homo_energy_ev": [-7.260, -10.087], "s2": 2.0099, "gap_ev": [7.75, 9.00], "total_charge": 0, "multiplicity": 3}



(7)
{"formula": "C4H7BrClF", "method": "ωB97M-V/def2-TZVPD", "species": ["C", "C", "C", "C", "F", "Cl", "Br", "H", "H", "H", "H", "H", "H", "H"], "coordinates": [[-0.32974, 0.67115, -1.97307], [-0.77599, 0.50036, -0.44166], [-0.76716, -1.01288, -0.13467], [1.38413, -0.53136, 2.29015], [2.47376, -0.46873, 1.42098], [-2.29798, -1.63878, 0.40481], [0.91294, 1.25560, 2.63371], [-0.78837, 1.44632, -2.57135], [-0.68949, -0.21319, -2.60145], [0.74915, 0.83952, -1.88206], [0.06504, 0.97689, 0.09283], [-1.69327, 1.03092, -0.29034], [0.15383, -1.69585, -0.17124], [1.60316, -1.15998, 3.22338]], "lowdin_charge": [-0.1075, -0.3287, -0.5713, -0.5632, -0.1537, 0.5625, 0.7082, 0.0479, 0.0867, 0.0645, 0.0186, 0.0793, 0.0861, 0.0705], "total_energy_ev": -89539.3921, "e_lumo_ev": [-0.9, 0.4], "homo_energy_ev": [-7.834, -9.351], "gap_ev": [6.97, 9.72], "de_lowest_kcal_mol": 88.09, "total_charge": 0}



(8)
{"formula": "C4H7BrN2", "method": "ωB97M-V/def2-TZVPD", "species": ["C", "C", "C", "C", "N", "N", "Br", "H", "H", "H", "H", "H", "H", "H"], "coordinates": [[-2.30969, -0.45551, 2.03812], [-0.55697, 0.13160, 0.51164], [-0.33143, 0.01749, -0.87072], [1.96686, 0.65463, -0.83666], [-1.76583, 0.01031, 1.00398], [0.75359, 0.31679, -1.50265], [1.44391, -1.84635, -2.91641], [-3.36135, -0.26708, 2.19364], [-1.78738, -1.07699, 2.76568], [0.23197, 0.53897, 1.13584], [-1.15473, -0.31195, -1.49094], [2.22916, -0.04078, -0.03315], [2.76500, 0.66647, -1.57722], [1.87686, 1.66239, -0.42117]], "lowdin_charge": [0.0099, -0.1163, -0.2235, -0.1928, 0.0003, -0.1537, 0.0505, 0.0728, 0.0847, 0.1205, 0.1112, 0.0833, 0.0629, 0.0903], "total_energy_ev": -77280.6664, "e_lumo_ev": [-2.0, -1.4], "homo_energy_ev": [-8.122, -9.215], "gap_ev": [6.16, 7.82], "de_lowest_kcal_mol": 52.53, "total_charge": 0}



(9)
{"formula": "C4H7BrN2O", "method": "ωB97M-V/def2-TZVPD", "species": ["C", "C", "C", "C", "N", "N", "O", "Br", "H", "H", "H", "H", "H", "H", "H"], "coordinates": [[1.84492, 0.77315, -0.15304], [0.71126, 0.04478, -0.01038], [-1.78462, -0.05332, -0.23912], [0.82699, -1.42336, 0.21581], [-0.61459, 0.58968, 0.00169], [-0.75262, 2.01221, 0.25330], [-2.85565, 0.50494, -0.15392], [3.60476, 0.17080, -0.03171], [1.77591, 1.90706, -0.01707], [-1.65573, -1.04504, -0.65867], [0.91558, -1.95048, -0.69985], [-0.15993, -1.73814, 0.46148], [1.55782, -1.75330, 1.00709], [-1.11321, 2.45891, -0.66174], [-1.47890, 2.06880, 0.91314]], "lowdin_charge": [-0.5882, -0.3614, -0.3195, -0.0803, -0.1054, 0.0955, 0.0343, 0.7043, 0.0688, 0.1316, 0.0782, 0.0438, 0.1005, 0.1395, 0.0584], "total_energy_ev": -79329.8229, "e_lumo_ev": 0.7, "homo_energy_ev": -8.729, "smiles": "C/C(=C\\Br)N(N)C=O", "gap_ev": 9.48, "de_lowest_kcal_mol": 0.00, "total_charge": 0}



(10)
{"formula": "C4H7Cl", "method": "ωB97M-V/def2-TZVPD", "species": ["C", "C", "C", "C", "H", "H", "H", "H", "H", "H", "H", "Cl"], "coordinates": [[-1.53999, 0.62221, 0.25298], [-0.02702, 0.03045, 0.58364], [0.93408, -0.00832, -0.48617], [1.42292, -1.17826, -0.78759], [-2.14734, 0.89512, 1.11775], [-2.10514, -0.16896, -0.23378], [0.49151, 0.67798, 1.54811], [-0.27830, -0.76886, 1.13291], [1.20207, 0.95056, -0.83050], [2.69726, -0.97793, -0.98700], [0.78594, -1.97105, -0.14769], [-1.43601, 1.89706, -1.16266]], "lowdin_charge": [-0.4311, -0.2801, -0.3447, -0.0292, 0.0613, 0.0442, 0.1858, 0.0330, 0.0686, 0.1569, 0.1089, 0.4264], "total_energy_ev": -16780.2555, "e_lumo_ev": 0.8, "homo_energy_ev": -9.635, "smiles": "C=CCCCl", "gap_ev": 10.42, "de_lowest_kcal_mol": 71.86, "total_charge": 0}



(11)
{"formula": "C4H7Cl2F", "method": "ωB97M-V/def2-TZVPD", "species": ["C", "C", "C", "C", "H", "H", "H", "H", "H", "H", "H", "F", "Cl", "Cl"], "coordinates": [[0.27038, -0.04115, 1.42875], [-0.15993, -0.32132, -0.01152], [1.02482, -0.18815, -0.92853], [-1.24879, 0.66670, -0.50514], [0.80710, -0.93541, 1.74019], [-0.63943, 0.15647, 1.99602], [0.93992, 0.84006, 1.50738], [0.70290, -0.38817, -1.94858], [1.47116, 0.79677, -0.76530], [-1.61364, 0.26195, -1.48441], [-0.68493, 1.58378, -0.73658], [-2.23350, 0.92004, 0.42306], [-0.97338, -1.94983, -0.05656], [2.33733, -1.40173, -0.65878]], "lowdin_charge": [-0.1098, -0.8953, -0.5820, -0.2475, 0.0620, 0.0796, 0.1008, 0.0765, 0.0871, 0.1281, 0.1260, -0.0251, 0.6422, 0.5573], "total_energy_ev": -32023.9223, "e_lumo_ev": 0.7, "homo_energy_ev": -10.948, "smiles": "C[C@@](Cl)(CF)CCl", "gap_ev": 11.67, "de_lowest_kcal_mol": 6.99, "total_charge": 0}



(12)
{"formula": "C4H7Cl3O", "method": "ωB97M-V/def2-TZVPD", "species": ["C", "C", "C", "C", "O", "Cl", "Cl", "Cl", "H", "H", "H", "H", "H", "H", "H"], "coordinates": [[0.70459, 0.48442, -3.02216], [-0.20084, -0.19597, 2.52655], [0.88070, -0.27239, -1.89270], [-1.15782, -0.11565, 1.25940], [1.46084, 0.11294, -0.73703], [0.12406, -1.87946, -1.80022], [-2.65965, -1.03676, 1.66325], [-1.54511, 1.56456, 0.95201], [-0.50883, -0.53420, 0.46606], [1.17680, 1.35605, -3.22263], [0.08845, 0.10807, -3.90393], [-0.34673, 0.68960, 3.14250], [0.79522, -0.19354, 2.05487], [-0.19773, -1.14372, 3.14220], [1.38606, 1.05604, -0.62817]], "lowdin_charge": [-0.0015, -0.1905, -0.7859, -1.1463, -0.0321, 0.6570, 0.5224, 0.5775, 0.0006, 0.0122, 0.0859, 0.0501, 0.0592, 0.0855, 0.1059], "total_energy_ev": -43874.9969, "e_lumo_ev": 0.5, "homo_energy_ev": -9.508, "smiles": "C=C(O)Cl.CC(Cl)Cl", "gap_ev": 9.97, "de_lowest_kcal_mol": 23.68, "total_charge": 0}